(1)
Here is a 13-piece molecular cluster, CH27NO14 overall at a distorted geometry from the OMol25 dataset. Energies are from the ωB97M-V functional and the def2-TZVPD basis.

## Properties
maximum force = 2.70 eV/A
highest occupied orbital energy = -9.829 eV
gap between HOMO and LUMO = 9.71 eV
total energy = -31631.6262 eV
lowest unoccupied orbital energy = -0.12 eV

Structure (ORCA input):
```
! RIJCOSX wB97M-V def2-TZVPD def2/J DEFGRID3
* xyz 0 1
N -1.924 -3.259 1.337
C -1.954 -2.008 1.845
O -2.653 -1.096 1.139
O -1.406 -1.766 2.909
H -1.514 -4.064 1.776
H -2.454 -3.429 0.464
H -2.534 -0.204 1.535
H -2.492 0.320 -1.424
H -1.193 0.715 -1.923
O -1.805 -0.092 -1.992
H 2.731 -1.179 -1.986
H 1.236 -1.346 -1.881
O 1.914 -0.654 -2.017
H 3.324 2.629 1.467
H 3.223 2.637 -0.152
O 3.051 3.098 0.675
H 2.316 1.072 -2.609
H 2.835 1.345 -1.201
O 2.461 1.795 -1.961
H -0.186 1.163 3.145
H -0.403 -0.254 3.863
O 0.123 0.548 3.814
H 1.363 1.628 1.900
H 0.984 2.924 2.174
O 0.650 2.238 1.569
H -0.522 -2.232 -3.028
H -0.717 -1.426 -1.823
O -0.315 -2.303 -2.081
H -2.815 1.709 2.950
H -1.702 2.018 1.822
O -2.395 1.409 2.132
H -1.669 -3.695 -1.833
H -3.049 -3.149 -1.919
O -2.534 -3.771 -1.392
H 0.548 1.106 -3.477
H 0.773 0.009 -4.283
O 1.215 0.862 -4.141
H 2.789 -0.043 1.941
H 2.411 0.191 3.511
O 2.529 0.566 2.634
H 0.480 2.293 -1.626
H -0.297 1.636 -0.497
O -0.422 2.060 -1.359
*
```


(2)
Here is a 15-piece molecular cluster, CH28O17 overall at a distorted geometry from the OMol25 dataset. Energies are from the ωB97M-V functional and the def2-TZVPD basis.

## Properties
maximum force = 5.48 eV/A
highest occupied orbital energy = -4.013 eV
gap between HOMO and LUMO = 8.83 eV
total energy = -36302.3886 eV
lowest unoccupied orbital energy = 4.81 eV

Structure (ORCA input):
```
! RIJCOSX wB97M-V def2-TZVPD def2/J DEFGRID3
* xyz -2 1
C -0.041 0.041 0.068
O 1.029 -0.387 -0.657
O -0.989 -0.840 0.204
O 0.138 1.111 0.706
O 2.431 1.013 1.880
H 2.762 0.144 1.893
H 1.594 0.909 1.345
O -0.986 3.989 1.437
H -1.306 3.507 0.680
H -0.593 3.335 1.991
O 3.405 0.331 -1.157
H 2.552 0.150 -0.694
H 3.243 1.090 -1.693
O -1.449 1.221 2.760
H -0.740 1.127 2.162
H -2.234 0.784 2.417
O 0.963 0.907 -2.807
H 0.664 1.779 -2.552
H 0.914 0.441 -1.987
O 0.567 -2.638 -1.878
H -0.336 -2.721 -2.125
H 0.614 -1.721 -1.445
O 1.590 -1.792 1.746
H 1.683 -2.613 1.292
H 0.946 -1.374 1.109
O -1.596 2.411 -0.705
H -0.911 1.829 -0.337
H -2.404 1.964 -0.590
O -3.384 0.088 1.097
H -3.881 -0.741 1.204
H -2.556 -0.207 0.700
O 3.577 -2.435 -1.519
H 3.595 -1.486 -1.357
H 4.435 -2.587 -2.010
O 1.220 2.809 -0.857
H 0.572 3.492 -1.065
H 0.733 2.237 -0.288
O -2.040 -3.547 0.049
H -1.448 -2.832 0.017
H -2.749 -3.076 0.492
O -1.385 -1.636 2.739
H -2.294 -1.847 2.781
H -1.196 -1.338 1.851
O -1.938 -0.232 -2.415
H -1.137 -0.163 -2.908
H -1.635 -0.497 -1.573
*
```


(3)
Here is an isolated molecule of CH2BF3 at a distorted geometry from the OMol25 dataset. Energies are from the ωB97M-V functional and the def2-TZVPD basis.

## Properties
maximum force = 4.26 eV/A
highest occupied orbital energy (spin up / spin down) = -7.211 / -12.974 eV
gap between HOMO and LUMO (spin up / spin down) = 8.02 / 8.29 eV
total energy = -9892.3285 eV
lowest unoccupied orbital energy (spin up / spin down) = 0.81 / -4.68 eV

Structure (ORCA input):
```
! RIJCOSX wB97M-V def2-TZVPD def2/J DEFGRID3
* xyz 0 3
B 1.234 -0.072 -0.020
C -0.686 0.137 0.025
F -1.242 1.146 -0.633
F -1.100 -1.050 -0.538
F -1.250 0.154 1.307
H 1.487 -0.244 1.093
H 1.558 -0.071 -1.235
*
```


(4)
Here is CH2BrClFNO2S as an isolated structure at a distorted geometry from the OMol25 dataset. Energies are from the ωB97M-V functional and the def2-TZVPD basis.

## Properties
maximum force = 4.59 eV/A
highest occupied orbital energy = -11.167 eV
gap between HOMO and LUMO = 11.23 eV
total energy = -102769.8015 eV
lowest unoccupied orbital energy = 0.07 eV

Structure (ORCA input):
```
! RIJCOSX wB97M-V def2-TZVPD def2/J DEFGRID3
* xyz 0 1
C 2.811 -0.409 -0.275
N 0.008 -0.133 0.159
O 1.390 -0.459 2.066
O 1.192 -2.383 0.447
F 1.992 -0.433 -1.757
S 1.254 -0.969 0.734
Cl 3.996 -1.603 -0.340
Br 3.199 1.398 0.014
H 0.123 0.962 0.174
H -0.493 -0.481 -0.569
*
```


(5)
Here is a 2-piece molecular cluster, CH2BrClO2S overall at a distorted geometry from the OMol25 dataset. Energies are from the ωB97M-V functional and the def2-TZVPD basis.

## Properties
maximum force = 3.25 eV/A
highest occupied orbital energy = -10.650 eV
gap between HOMO and LUMO = 9.63 eV
total energy = -98563.7146 eV
lowest unoccupied orbital energy = -1.02 eV

Structure (ORCA input):
```
! RIJCOSX wB97M-V def2-TZVPD def2/J DEFGRID3
* xyz 0 1
C 1.929 0.009 0.277
O -3.166 -1.155 0.122
O -2.614 0.724 -1.427
S -3.089 0.274 -0.166
Cl 1.069 -1.555 0.312
Br 0.678 1.427 0.072
H 2.510 0.286 1.285
H 2.683 -0.010 -0.475
*
```


(6)
Here is a 2-piece molecular cluster, CH2BrF2NO2S overall at a distorted geometry from the OMol25 dataset. Energies are from the ωB97M-V functional and the def2-TZVPD basis.

## Properties
maximum force = 7.04 eV/A
highest occupied orbital energy (spin up / spin down) = -8.910 / -10.831 eV
gap between HOMO and LUMO (spin up / spin down) = 9.30 / 7.32 eV
total energy = -92962.7726 eV
lowest unoccupied orbital energy (spin up / spin down) = 0.39 / -3.51 eV

Structure (ORCA input):
```
! RIJCOSX wB97M-V def2-TZVPD def2/J DEFGRID3
* xyz 0 3
C 0.493 0.994 0.084
N -1.631 -0.458 -0.116
O 0.559 -1.247 -1.156
O 0.294 -1.317 1.301
F 0.315 1.711 1.131
F 0.351 1.636 -1.055
S 0.026 -0.722 0.001
Br 3.507 -0.493 0.060
H -1.712 0.029 -0.906
H -2.202 -0.134 0.657
*
```